(1)
C63H64Br2FNO17 | ωB97M-V with the def2-TZVPD basis set

The calculation puts the LUMO energy at -2.2071 eV. The net charge is 0. Its SMILES is CCCCCCCCCCCO[C@H](/C(Br)=C(\C)Br)[C@H](OC#N)OCCCCF.O=C1C=CC(=O)C=C1.O=C1C=CC(=O)C=C1.O=C1C=CC(=O)C=C1.O=C1C=CC(=O)C=C1.O=C1C=CC(=O)C=C1.O=C1C=CC(=O)C=C1.O=C1C=CC(=O)C=C1. The calculation puts the HOMO energy at -8.962 eV. The orbital gap comes out at 6.75 eV. Its total energy is -9020.21707 a.u. The molecular weight comes out at 1286.00 g/mol.

Last column: Löwdin charge in e.
Positions of all 148 atoms, in Å:
C1 3.18 -4.74 -2.25  -0.13
C2 4.71 -4.32 -1.90  -0.26
C3 5.40 -3.41 -3.04  -0.22
C4 4.91 -1.88 -3.07  -0.20
C5 4.58 -1.25 -1.62  -0.20
C6 3.01 -1.37 -1.21  -0.21
C7 2.34 0.05 -0.89  -0.21
C8 0.72 -0.03 -0.74  -0.21
C9 0.22 -1.24 0.19  -0.20
C10 -1.25 -0.99 0.84  -0.15
C11 -2.34 -1.23 -0.35  -0.17
O1 -2.83 -2.60 -0.39  -0.19
C12 -4.23 -2.64 -0.77  -0.24
C13 -4.82 -4.03 -0.22  -0.54
Br1 -3.47 -5.46 0.17  0.66
C14 -6.19 -4.35 -0.02  -0.66
C15 -7.33 -3.27 -0.33  -0.12
Br2 -6.80 -6.13 0.63  0.61
C16 -4.44 -2.45 -2.39  -0.26
O2 -5.60 -3.16 -2.91  -0.02
C17 -5.28 -4.40 -3.49  -0.21
N1 -5.05 -5.29 -4.28  0.17
O3 -3.20 -2.83 -3.00  -0.10
C18 -2.96 -2.14 -4.26  -0.16
C19 -2.59 -0.58 -4.11  -0.16
C20 -3.71 0.24 -4.99  -0.17
C21 -3.38 -0.01 -6.57  -0.14
F1 -4.20 -1.09 -7.13  -0.12
H1 3.07 -5.87 -2.17  0.07
H2 2.47 -4.26 -1.48  0.06
H3 2.89 -4.41 -3.31  0.08
H4 5.32 -5.31 -1.87  0.10
H5 4.80 -3.88 -0.84  0.09
H6 5.10 -3.90 -4.06  0.11
H7 6.54 -3.54 -2.96  0.10
H8 4.04 -1.70 -3.80  0.11
H9 5.81 -1.26 -3.48  0.08
H10 4.85 -0.13 -1.59  0.11
H11 5.28 -1.77 -0.86  0.11
H12 2.97 -2.02 -0.25  0.11
H13 2.47 -1.87 -2.09  0.11
H14 2.61 0.77 -1.76  0.11
H15 2.78 0.55 0.07  0.10
H16 0.36 1.01 -0.39  0.11
H17 0.30 -0.13 -1.83  0.10
H18 1.00 -1.41 1.04  0.11
H19 0.14 -2.22 -0.43  0.13
H20 -1.39 -1.75 1.69  0.12
H21 -1.33 0.07 1.28  0.09
H22 -3.17 -0.44 -0.28  0.12
H23 -1.74 -1.08 -1.33  0.11
H24 -4.83 -1.79 -0.26  0.13
H25 -6.95 -2.35 -0.92  0.07
H26 -8.11 -3.77 -1.02  0.09
H27 -7.87 -2.96 0.62  0.08
H28 -4.68 -1.32 -2.52  0.15
H29 -3.85 -2.34 -4.96  0.13
H30 -2.06 -2.67 -4.75  0.15
H31 -2.67 -0.15 -3.05  0.10
H32 -1.56 -0.33 -4.58  0.12
H33 -4.70 -0.33 -4.81  0.11
H34 -3.77 1.35 -4.72  0.11
H35 -3.54 0.97 -7.13  0.12
H36 -2.29 -0.39 -6.61  0.12
C22 2.56 0.50 3.67  0.03
C23 1.87 1.24 4.53  0.02
C24 2.04 2.71 4.60  -0.39
O4 1.41 3.39 5.38  0.10
C25 3.02 3.32 3.67  0.02
C26 3.71 2.57 2.81  0.02
C27 3.54 1.11 2.74  -0.39
O5 4.17 0.43 1.95  0.09
H37 2.45 -0.58 3.61  0.12
H38 1.15 0.81 5.22  0.12
H39 3.13 4.39 3.73  0.12
H40 4.43 3.00 2.12  0.12
C28 -4.15 0.09 3.53  0.03
C29 -5.24 0.11 4.30  0.03
C30 -5.16 0.52 5.72  -0.38
O6 -6.15 0.54 6.43  0.09
C31 -3.84 0.92 6.24  0.03
C32 -2.75 0.90 5.47  0.03
C33 -2.83 0.49 4.05  -0.36
O7 -1.83 0.47 3.35  0.08
H41 -4.19 -0.21 2.49  0.10
H42 -6.21 -0.17 3.93  0.12
H43 -3.80 1.22 7.28  0.11
H44 -1.77 1.19 5.84  0.12
C34 9.92 -1.12 -5.23  0.03
C35 8.77 -0.51 -4.95  0.03
C36 8.42 -0.13 -3.56  -0.39
O8 7.37 0.43 -3.31  0.09
C37 9.39 -0.47 -2.50  0.03
C38 10.54 -1.09 -2.78  0.03
C39 10.89 -1.46 -4.17  -0.36
O9 11.94 -2.02 -4.43  0.08
H45 10.19 -1.41 -6.24  0.12
H46 8.05 -0.26 -5.72  0.12
H47 9.12 -0.19 -1.49  0.13
H48 11.26 -1.34 -2.02  0.11
C40 -6.93 2.22 0.88  0.03
C41 -7.28 3.29 0.18  0.04
C42 -7.09 3.34 -1.29  -0.36
O10 -7.41 4.32 -1.94  0.11
C43 -6.50 2.16 -1.94  0.04
C44 -6.15 1.08 -1.23  0.03
C45 -6.34 1.03 0.23  -0.37
O11 -6.02 0.05 0.88  0.07
H49 -7.06 2.17 1.96  0.12
H50 -7.72 4.17 0.64  0.11
H51 -6.37 2.21 -3.01  0.12
H52 -5.71 0.21 -1.69  0.09
C46 -5.32 0.17 9.99  0.02
C47 -6.40 0.19 10.77  0.03
C48 -6.33 0.60 12.18  -0.39
O12 -7.32 0.62 12.89  0.11
C49 -5.00 1.00 12.71  0.02
C50 -3.92 0.98 11.93  0.02
C51 -3.99 0.57 10.52  -0.38
O13 -3.00 0.55 9.81  0.09
H53 -5.35 -0.13 8.95  0.10
H54 -7.38 -0.10 10.40  0.13
H55 -4.97 1.30 13.75  0.12
H56 -2.94 1.27 12.30  0.12
C52 15.81 -2.48 -4.44  0.03
C53 14.72 -2.48 -3.67  0.02
C54 14.78 -2.06 -2.25  -0.37
O14 13.78 -2.05 -1.55  0.09
C55 16.09 -1.65 -1.72  0.02
C56 17.18 -1.66 -2.48  0.02
C57 17.13 -2.08 -3.90  -0.39
O15 18.12 -2.08 -4.60  0.10
H57 15.78 -2.79 -5.48  0.12
H58 13.74 -2.77 -4.05  0.09
H59 16.12 -1.35 -0.68  0.12
H60 18.16 -1.37 -2.11  0.12
C58 -8.39 8.64 0.10  0.02
C59 -8.74 9.72 -0.60  0.02
C60 -8.55 9.77 -2.07  -0.39
O16 -8.87 10.75 -2.71  0.11
C61 -7.95 8.58 -2.72  0.03
C62 -7.60 7.51 -2.01  0.02
C63 -7.79 7.46 -0.55  -0.37
O17 -7.47 6.48 0.10  0.09
H61 -8.52 8.59 1.18  0.12
H62 -9.18 10.60 -0.14  0.12
H63 -7.82 8.64 -3.79  0.12
H64 -7.16 6.63 -2.48  0.10


(2)
C5H12 | ωB97M-V with the def2-TZVPD basis set

The calculation puts the LUMO energy at 1.1893 eV. The net charge is 0. Its energy above the lowest of the compared OMol25 structures with the same formula, charge and spin is 146.5 kJ/mol. Its SMILES is CCCCC. The calculation puts the HOMO energy at -10.398 eV. The orbital gap comes out at 11.59 eV. Its total energy is -197.65334 a.u. The molecular weight comes out at 72.15 g/mol.

Last column: Löwdin charge in e.
Positions of all 17 atoms, in Å:
C1 0.17 0.41 1.95  -0.13
C2 0.27 -0.75 1.04  -0.29
C3 0.84 -0.46 -0.30  -0.23
C4 0.10 0.55 -1.18  -0.29
C5 -1.22 0.09 -1.57  -0.14
H1 -0.43 0.24 2.89  0.09
H2 -0.13 1.35 1.49  0.06
H3 1.07 0.77 2.49  0.08
H4 -0.73 -1.02 0.82  0.08
H5 0.79 -1.60 1.53  0.13
H6 1.74 0.08 -0.23  0.10
H7 0.97 -1.39 -0.80  0.11
H8 0.22 1.45 -0.67  0.08
H9 0.58 0.72 -2.12  0.10
H10 -1.88 0.97 -1.86  0.09
H11 -1.38 -0.52 -2.48  0.09
H12 -1.82 -0.08 -0.65  0.08


(3)
C23H53CsN7O15S2 | ωB97M-V with the def2-TZVPD basis set

The calculation puts the LUMO energy at -0.8258 eV. The net charge is -1. Its energy above the lowest of the compared OMol25 structures with the same formula, charge and spin is 1013.0 kJ/mol. The calculation puts the HOMO energy at -2.783 eV. The orbital gap comes out at 1.96 eV. Its total energy is -3236.55040 a.u. The molecular weight comes out at 864.75 g/mol.

Last column: Löwdin charge in e.
Positions of all 101 atoms, in Å:
Cs1 -7.31 2.22 1.34  0.92
S1 -1.30 0.42 0.12  0.04
O1 -1.04 0.63 -1.29  -0.47
O2 -2.35 -0.57 0.22  -0.49
O3 -0.07 -0.09 0.79  -0.50
O4 -1.74 1.65 0.78  -0.49
C1 4.55 3.93 0.74  0.00
C2 5.72 3.07 1.08  -0.62
O5 6.81 3.62 1.13  0.02
N1 5.48 1.81 1.19  0.01
C3 6.51 0.85 1.47  -0.07
H1 4.48 4.28 -0.29  0.09
H2 4.47 4.77 1.43  0.08
H3 3.67 3.35 1.00  0.08
H4 4.53 1.48 1.14  0.15
H5 7.08 0.64 0.57  0.09
H6 6.00 -0.05 1.80  0.08
H7 7.15 1.18 2.29  0.09
C4 1.31 3.49 7.09  -0.01
C5 0.15 2.63 7.65  -0.56
O6 -0.10 2.71 8.85  0.02
N2 -0.48 1.82 6.83  0.00
C6 -1.73 1.22 7.16  -0.08
H8 1.77 4.00 7.94  0.07
H9 1.06 4.30 6.40  0.07
H10 2.09 2.93 6.58  0.07
H11 -0.10 1.72 5.89  0.15
H12 -1.50 0.22 7.51  0.09
H13 -2.42 1.12 6.32  0.08
H14 -2.25 1.76 7.96  0.08
C7 -5.16 -7.74 -0.14  0.00
C8 -6.00 -7.04 -1.25  -0.57
O7 -6.82 -7.68 -1.90  0.01
N3 -5.79 -5.77 -1.47  0.01
C9 -6.39 -4.96 -2.50  -0.06
H15 -5.45 -8.79 -0.12  0.08
H16 -5.30 -7.32 0.86  0.07
H17 -4.10 -7.54 -0.31  0.07
H18 -5.19 -5.21 -0.88  0.15
H19 -5.70 -4.69 -3.30  0.08
H20 -6.52 -3.99 -2.03  0.08
H21 -7.30 -5.34 -2.98  0.09
C10 0.26 -4.87 4.87  -0.01
C11 1.31 -4.66 5.86  -0.58
O8 1.51 -5.38 6.84  0.02
N4 2.07 -3.58 5.55  0.00
C12 3.26 -3.15 6.28  -0.07
H22 -0.73 -4.68 5.28  0.09
H23 0.28 -5.95 4.76  0.09
H24 0.36 -4.31 3.94  0.09
H25 1.88 -3.04 4.72  0.13
H26 3.19 -3.39 7.34  0.08
H27 3.25 -2.06 6.24  0.08
H28 4.19 -3.58 5.90  0.08
C13 -2.35 7.95 0.50  0.01
C14 -2.63 8.43 1.92  -0.57
O9 -2.57 9.60 2.22  0.04
N5 -2.79 7.47 2.87  -0.01
C15 -3.08 7.80 4.26  -0.08
H29 -3.22 7.82 -0.15  0.08
H30 -1.88 6.98 0.66  0.08
H31 -1.64 8.69 0.12  0.09
H32 -2.70 6.50 2.59  0.13
H33 -2.19 8.15 4.76  0.08
H34 -3.24 6.84 4.77  0.08
H35 -3.91 8.49 4.40  0.08
C16 -2.05 -1.42 -7.93  -0.02
C17 -3.10 -0.35 -7.95  -0.54
O10 -3.72 -0.18 -9.05  -0.02
N6 -3.39 0.26 -6.81  0.00
C18 -4.46 1.18 -6.70  -0.09
H36 -1.21 -1.10 -7.32  0.08
H37 -1.65 -1.51 -8.94  0.08
H38 -2.34 -2.38 -7.50  0.09
H39 -2.78 0.18 -6.02  0.15
H40 -5.41 0.69 -6.92  0.09
H41 -4.27 2.05 -7.32  0.09
H42 -4.53 1.61 -5.70  0.09
C19 3.95 1.52 -4.95  0.00
C20 3.42 2.72 -5.69  -0.59
O11 4.13 3.18 -6.57  0.02
N7 2.23 3.23 -5.37  0.01
C21 1.63 4.37 -6.00  -0.08
H43 3.24 1.29 -4.15  0.07
H44 4.93 1.70 -4.52  0.09
H45 4.00 0.65 -5.60  0.08
H46 1.73 2.66 -4.70  0.14
H47 0.54 4.42 -5.94  0.09
H48 1.89 4.34 -7.06  0.08
H49 2.07 5.35 -5.77  0.08
C22 2.18 -5.49 -2.55  -0.19
C23 3.30 -5.46 -1.48  -0.14
O12 4.13 -6.61 -1.79  -0.23
S2 4.13 -6.91 -3.42  0.75
O13 4.21 -8.33 -3.71  -0.24
O14 5.10 -6.00 -4.05  -0.26
O15 2.54 -6.35 -3.60  -0.20
H50 2.14 -4.48 -2.96  0.13
H51 1.23 -5.71 -2.07  0.13
H52 2.95 -5.66 -0.47  0.13
H53 3.91 -4.57 -1.58  0.13


(4)
C5H11O2 | ωB97M-V with the def2-TZVPD basis set

The calculation puts the LUMO energy at 3.9212 eV. The net charge is -1. Its energy above the lowest of the compared OMol25 structures with the same formula, charge and spin is 134.7 kJ/mol. The calculation puts the HOMO energy at -2.892 eV. The orbital gap comes out at 6.81 eV. Its total energy is -347.59837 a.u. The molecular weight comes out at 103.14 g/mol.

Last column: Löwdin charge in e.
Positions of all 18 atoms, in Å:
C1 0.03 0.30 0.94  -0.34
O1 -0.23 -0.86 0.21  -0.12
C2 -0.34 0.10 2.40  -0.26
C3 -1.79 -0.38 2.59  -0.13
H1 -0.53 1.16 0.53  0.10
H2 1.10 0.57 0.87  0.12
H3 -0.18 1.02 2.96  0.09
H4 0.33 -0.65 2.83  0.10
H5 -2.01 -0.53 3.64  0.05
H6 -1.93 -1.30 2.04  0.06
H7 -2.48 0.36 2.18  0.06
C4 0.03 1.06 -2.57  -0.10
C5 1.18 0.36 -2.41  -0.51
O2 1.38 -0.74 -1.77  -0.21
H8 0.03 1.98 -3.14  -0.01
H9 -0.89 0.72 -2.10  0.02
H10 2.06 0.79 -2.93  0.07
H11 0.37 -0.86 -0.61  0.01


(5)
C5H14O2 | ωB97M-V with the def2-TZVPD basis set

The calculation puts the LUMO energy at 0.7991 eV. The net charge is 0. Its energy above the lowest of the compared OMol25 structures with the same formula, charge and spin is 268.7 kJ/mol. Its SMILES is C=CCCC.O.O. The calculation puts the HOMO energy at -8.644 eV. The orbital gap comes out at 9.44 eV. Its total energy is -349.27346 a.u. The molecular weight comes out at 106.16 g/mol.

Last column: Löwdin charge in e.
Positions of all 21 atoms, in Å:
C1 -2.68 -0.88 -2.19  -0.15
C2 -1.47 -1.31 -1.51  -0.30
C3 -1.70 -1.64 -0.07  -0.27
C4 -0.61 -1.60 0.84  -0.25
C5 0.06 -2.63 1.40  -0.01
H1 -2.41 -0.33 -3.12  0.08
H2 -3.42 -0.20 -1.62  0.11
H3 -3.27 -1.74 -2.56  0.08
H4 -0.73 -0.49 -1.55  0.12
H5 -1.04 -2.18 -2.00  0.12
H6 -2.18 -0.73 0.35  0.13
H7 -2.45 -2.28 0.16  0.09
H8 -0.24 -0.58 0.98  0.11
H9 0.22 -3.68 0.80  0.10
H10 0.59 -2.65 2.38  0.04
H11 3.53 6.46 1.68  0.08
H12 4.69 6.18 0.46  0.05
O1 3.79 5.97 0.81  -0.13
H13 3.84 1.23 1.76  0.04
H14 2.61 1.70 1.06  0.03
O2 2.89 1.38 1.94  -0.08


(6)
C42H43ClIN6OP2Ru | ωB97M-V with the def2-TZVPD basis set

Its multiplicity is 2. The calculation puts the LUMO energy (alpha / beta) at -0.5454 / -0.5589 eV. The net charge is 0. Its energy above the lowest of the compared OMol25 structures with the same formula, charge and spin is 12.4 kJ/mol. The calculation puts the HOMO energy (alpha / beta) at -7.420 / -7.402 eV. The expectation value of S² is 0.7578. The orbital gap (alpha / beta) comes out at 6.87 / 6.84 eV. Its total energy is -3565.48916 a.u. The molecular weight comes out at 973.22 g/mol.

Last column: Löwdin charge in e.
Positions of all 97 atoms, in Å:
Ru1 1.16 1.29 -1.28  0.71
C1 -0.06 2.32 4.40  -0.06
C2 -0.39 1.06 5.15  -0.27
C3 -0.44 1.08 6.54  -0.05
C4 -0.70 -0.07 7.26  -0.09
C5 -0.90 -1.27 6.60  -0.08
C6 -0.84 -1.31 5.22  -0.10
C7 -0.59 -0.16 4.48  -0.31
P1 -0.50 -0.16 2.64  1.14
C8 -1.01 -1.85 2.20  -0.35
C9 -0.12 -2.77 1.64  -0.08
C10 -0.57 -3.98 1.13  -0.06
C11 -1.92 -4.29 1.16  -0.07
C12 -2.81 -3.39 1.73  -0.05
C13 -2.38 -2.18 2.26  -0.31
C14 -3.40 -1.26 2.89  -0.08
C15 1.32 -0.11 2.46  -0.33
C16 2.11 -1.01 3.19  -0.10
C17 3.48 -0.91 3.24  -0.09
C18 4.09 0.15 2.58  -0.09
C19 3.33 1.05 1.85  -0.14
C20 1.93 0.93 1.73  -0.35
C21 1.22 1.89 0.85  -0.28
H1 -0.16 3.20 5.04  0.08
H2 -0.71 2.46 3.53  0.06
H3 0.96 2.30 4.02  0.08
H4 -0.28 2.02 7.05  0.11
H5 -0.74 -0.03 8.34  0.10
H6 -1.09 -2.18 7.16  0.10
H7 -0.99 -2.25 4.70  0.10
H8 0.93 -2.53 1.60  0.09
H9 0.15 -4.67 0.68  0.11
H10 -2.27 -5.22 0.74  0.11
H11 -3.86 -3.64 1.76  0.11
H12 -4.41 -1.50 2.54  0.08
H13 -3.20 -0.21 2.66  0.05
H14 -3.39 -1.34 3.97  0.08
H15 1.61 -1.79 3.76  0.11
H16 4.07 -1.62 3.80  0.10
H17 5.17 0.29 2.64  0.11
H18 3.82 1.90 1.39  0.06
H19 1.77 2.84 0.85  0.04
H20 0.22 2.10 1.22  -0.01
I1 3.77 1.59 -1.49  1.29
C22 3.68 1.62 -3.57  -0.58
C23 4.76 2.03 -4.29  -0.15
C24 4.74 1.90 -5.69  -0.08
C25 3.67 1.30 -6.30  -0.04
C26 2.56 0.84 -5.54  -0.17
C27 1.52 0.11 -6.17  -0.04
C28 0.51 -0.39 -5.41  -0.08
C29 0.44 -0.08 -4.03  -0.17
C30 1.37 0.67 -3.35  -0.21
C31 2.51 1.05 -4.14  -0.25
H21 5.64 2.44 -3.80  0.09
H22 5.58 2.24 -6.28  0.10
H23 3.67 1.14 -7.37  0.11
H24 1.58 -0.08 -7.23  0.11
H25 -0.26 -1.02 -5.85  0.10
H26 -0.40 -0.51 -3.49  0.04
C32 -4.07 2.17 -1.51  -0.12
N1 -3.42 1.46 -2.71  -0.07
C33 -3.71 -0.05 -2.60  -0.10
N2 -3.32 -0.55 -1.34  -0.12
C34 -3.97 0.17 -0.26  -0.15
N3 -3.65 1.60 -0.29  -0.13
C35 -2.23 1.85 0.02  -0.29
P2 -1.10 1.07 -1.22  0.95
C36 -1.94 1.73 -2.73  -0.23
C37 -1.86 -0.61 -1.17  -0.25
H27 -5.14 2.05 -1.64  0.14
H28 -3.78 3.22 -1.58  0.14
H29 -3.84 1.81 -3.57  0.18
H30 -3.17 -0.53 -3.41  0.15
H31 -4.79 -0.15 -2.74  0.14
H32 -3.65 -0.25 0.69  0.10
H33 -5.05 0.06 -0.36  0.14
H34 -2.00 1.43 1.00  0.03
H35 -2.04 2.92 0.07  0.05
H36 -1.52 1.27 -3.63  0.08
H37 -1.78 2.81 -2.77  0.06
H38 -1.63 -1.07 -0.20  0.08
H39 -1.43 -1.28 -1.92  0.05
N4 3.06 -1.70 -0.21  0.19
C38 1.90 -1.79 -0.91  -0.51
O1 1.05 -0.85 -0.82  -0.19
C39 1.66 -2.95 -1.68  -0.21
C40 2.58 -4.03 -1.66  -0.25
N5 3.33 -4.90 -1.65  0.13
C41 0.45 -3.08 -2.40  -0.23
N6 -0.54 -3.18 -2.98  0.14
H40 3.69 -2.49 -0.18  0.10
H41 3.14 -0.99 0.50  0.05
Cl1 -0.31 4.33 -1.29  0.45
C42 1.10 3.28 -1.83  -0.75
H42 1.95 3.85 -1.46  -0.04
H43 1.09 3.36 -2.91  0.00